(1)
{
  "formula": "C20H31CoO3",
  "method": "wB97M-V/def2-TZVPD",
  "symbols": ["O", "C", "C", "H", "H", "C", "H", "H", "C", "H", "H", "H", "C", "H", "H", "H", "Co", "C", "C", "C", "H", "C", "C", "H", "H", "H", "H", "C", "C", "C", "H", "C", "C", "H", "H", "H", "H", "O", "C", "C", "H", "H", "C", "H", "H", "C", "H", "H", "H", "H", "C", "O", "H", "H", "H"],
  "positions_angstrom": [[2.66428, -3.32233, -6.67740], [1.98795, -4.52757, -7.18401], [3.11559, -4.91216, -8.13220], [1.05293, -4.26749, -7.68980], [1.81652, -5.24776, -6.37845], [3.76967, -3.60506, -7.58764], [2.85808, -4.86935, -9.18784], [3.65190, -5.81713, -7.85712], [3.93041, -2.53899, -8.66090], [2.99967, -2.40384, -9.22693], [4.72407, -2.83988, -9.36299], [4.22061, -1.58121, -8.20500], [5.07490, -3.82978, -6.84237], [4.96400, -4.61520, -6.08373], [5.39056, -2.89530, -6.35450], [5.86121, -4.13228, -7.55133], [0.21762, -0.02963, 0.78121], [1.00518, -0.70856, 2.39189], [-0.30812, -1.30151, 2.25434], [-0.29497, -2.15516, 1.11845], [-1.12319, -1.23421, 2.97086], [0.98764, -2.11958, 0.53834], [1.77981, -1.16643, 1.24885], [2.83190, -0.95094, 1.07188], [1.35496, -0.04195, 3.16608], [-1.10530, -2.85860, 0.86245], [1.37999, -2.85585, -0.14805], [-0.13150, 2.53853, 0.53059], [1.19901, 1.85330, 0.43878], [1.34953, 1.44092, -0.91957], [1.98491, 2.02060, 1.15178], [0.17422, 1.79164, -1.63978], [-0.71322, 2.44676, -0.80456], [-1.68958, 2.84869, -1.04591], [-0.35305, 3.32314, 1.24502], [2.28211, 1.10582, -1.35542], [0.02582, 1.64934, -2.70911], [0.30330, -1.08299, -1.90072], [1.56208, -1.27153, -2.59525], [1.45558, -2.52856, -3.44046], [2.38386, -1.30429, -1.86589], [1.72286, -0.39235, -3.23811], [-0.06244, -2.57446, -3.74146], [1.72214, -3.40256, -2.82992], [2.07122, -2.50854, -4.34861], [-0.67675, -1.97400, -2.47828], [-0.43421, -3.58016, -3.97957], [-0.26619, -1.90080, -4.59138], [-0.91754, -2.77113, -1.75827], [-1.58737, -1.39612, -2.67792], [-1.56344, 1.53257, 2.67780], [-1.10916, 1.20769, 1.36584], [-2.23665, 2.39614, 2.54245], [-0.73301, 1.78293, 3.36000], [-2.12640, 0.66298, 3.06901]],
  "gap_ev": [6.66, 7.90],
  "e_above_lowest_kcal_mol": 1.3,
  "s_squared": 6.03,
  "spin_multiplicity": 5,
  "homo_ev": [-5.921, -7.901]
}


(2)
{
  "formula": "C2H6NS",
  "method": "wB97M-V/def2-TZVPD",
  "symbols": ["S", "H", "C", "C", "N", "H", "H", "H", "H", "H"],
  "positions_angstrom": [[-2.63306, -0.64594, -1.40485], [-3.49777, -1.13050, -0.43922], [1.86952, 0.64379, 0.21026], [0.54930, 0.48261, -0.03383], [-0.24336, -0.30282, 0.77811], [2.45774, 0.19946, 0.87925], [2.56321, 1.33607, -0.37089], [0.07216, 1.04041, -0.85656], [0.07557, -1.34413, 0.79922], [-1.21332, -0.27894, 0.43850]],
  "gap_ev": 7.01,
  "charge": -1,
  "e_above_lowest_kcal_mol": 18.2,
  "spin_multiplicity": 1,
  "homo_ev": -2.889
}


(3)
{
  "formula": "C3H10N3",
  "method": "wB97M-V/def2-TZVPD",
  "symbols": ["C", "C", "C", "N", "N", "N", "H", "H", "H", "H", "H", "H", "H", "H", "H", "H"],
  "positions_angstrom": [[-0.99023, -0.20143, -0.01706], [-2.10488, -1.08168, 0.05191], [2.63519, 0.16239, -0.14454], [0.28772, -0.43140, 0.20094], [-1.34808, 1.48499, -0.16797], [1.27788, 0.46627, 0.17530], [-2.85088, -1.01194, 0.80197], [-1.70662, -2.17593, -0.09635], [-2.62560, -1.00937, -0.81457], [3.38717, 0.78278, 0.24998], [2.77061, -0.76520, 0.26948], [2.95709, 0.00072, -1.11933], [0.69398, -1.30319, 0.43792], [-0.97384, 2.07549, 0.55561], [-2.32610, 1.67167, -0.13386], [0.91658, 1.33583, -0.24943]],
  "smiles": "CNNC(C)=[NH2+]",
  "gap_ev": 9.68,
  "charge": 1,
  "e_above_lowest_kcal_mol": 107.4,
  "spin_multiplicity": 1,
  "homo_ev": -13.888
}


(4)
{
  "formula": "C10H18N2OS",
  "method": "wB97M-V/def2-TZVPD",
  "symbols": ["C", "C", "C", "C", "C", "C", "H", "H", "C", "N", "C", "S", "N", "C", "O", "C", "H", "H", "H", "H", "H", "H", "H", "H", "H", "H", "H", "H", "H", "H", "H", "H"],
  "positions_angstrom": [[3.94189, 0.86361, -0.61377], [3.09718, 1.63691, -1.61886], [1.62278, 1.22860, -1.62120], [0.89160, 1.55255, -0.30969], [0.69665, 0.33804, 0.60240], [-0.39249, -0.61974, 0.11346], [-0.27133, -1.58945, 0.60094], [-0.27832, -0.77503, -0.96156], [-1.81833, -0.10754, 0.38135], [-2.78142, -0.78982, -0.46420], [-3.24120, -2.01993, -0.18154], [-4.08565, -2.92107, -1.26542], [-2.98860, -2.50102, 1.08149], [-2.46545, -1.79023, 2.13451], [-2.24786, -2.31043, 3.19938], [-2.24767, -0.32336, 1.83108], [-1.51180, 0.07427, 2.52811], [-3.19836, 0.18498, 2.01606], [-3.26470, -3.46096, 1.25535], [-2.88301, -0.49643, -1.42401], [-1.87348, 0.95854, 0.13900], [0.45008, 0.67989, 1.60935], [1.63518, -0.21191, 0.66697], [1.45751, 2.31183, 0.23252], [-0.08355, 1.98875, -0.53415], [1.55629, 0.15923, -1.82930], [1.13337, 1.75061, -2.44614], [3.17266, 2.70634, -1.40839], [3.50134, 1.47093, -2.62035], [3.86262, -0.20687, -0.79167], [4.98779, 1.14691, -0.70701], [3.62630, 1.07182, 0.40529]],
  "smiles": "CCCCCC[C@@H]1CC(=O)NC(=S)N1",
  "gap_ev": 9.22,
  "e_above_lowest_kcal_mol": 3.2,
  "spin_multiplicity": 1,
  "homo_ev": -8.625
}


(5)
{
  "formula": "C27H34BF3FeO2",
  "method": "wB97M-V/def2-TZVPD",
  "symbols": ["C", "C", "C", "C", "C", "C", "O", "B", "C", "C", "C", "C", "C", "F", "F", "F", "C", "C", "C", "C", "O", "H", "H", "H", "H", "H", "H", "H", "H", "H", "H", "H", "H", "H", "H", "H", "H", "H", "H", "H", "H", "H", "C", "C", "C", "C", "C", "C", "C", "Fe", "C", "C", "C", "C", "C", "H", "H", "H", "H", "H", "H", "H", "H", "H", "H", "H", "H", "H"],
  "positions_angstrom": [[0.48644, 3.07968, -1.89821], [1.51363, 2.47369, -0.97189], [2.42667, 3.65899, -0.59546], [0.96923, 1.68071, 0.28869], [0.83181, 2.46618, 1.57900], [-0.33320, 0.98904, -0.04420], [1.98117, 0.65663, 0.49158], [2.70421, 0.62903, -0.67858], [4.22754, 0.33535, -0.70873], [4.91851, 0.04972, 0.46962], [6.31237, 0.01786, 0.51159], [7.02569, 0.30383, -0.64275], [8.54293, 0.36698, -0.56293], [9.12762, 0.22615, -1.79247], [8.96239, 1.56014, -0.03854], [9.03814, -0.62193, 0.24766], [6.37514, 0.54915, -1.83963], [4.98162, 0.56325, -1.85997], [-0.95748, -2.87323, -0.29405], [0.46828, -2.37330, -0.38138], [2.27028, 1.50057, -1.68999], [-0.07509, 3.82589, -1.32288], [0.99461, 3.59226, -2.72690], [-0.20590, 2.33357, -2.28973], [1.78877, 4.44002, -0.14148], [3.23389, 3.39500, 0.11255], [2.88844, 4.07038, -1.51628], [0.04669, 3.22174, 1.48076], [0.54208, 1.79738, 2.39421], [1.76536, 2.95952, 1.85768], [-1.17399, 1.68835, -0.10366], [-0.27412, 0.47680, -1.01282], [-0.57108, 0.24890, 0.72203], [4.37193, -0.04225, 1.39329], [6.82358, -0.17990, 1.44352], [6.93602, 0.78225, -2.74838], [4.48496, 0.86596, -2.77936], [-0.87805, -3.92139, 0.02792], [-1.37329, -2.94342, -1.30167], [0.98238, -2.97004, -1.18972], [0.57928, -1.30745, -0.62520], [0.96680, -2.50232, 0.59569], [-1.59329, -2.01898, 2.13771], [-1.97544, -2.34993, 0.68428], [-3.00709, -1.34689, 0.13294], [-3.71035, -1.50245, -1.12774], [-4.50908, -0.31311, -1.38092], [-4.30175, 0.59588, -0.26823], [-3.37947, -0.04034, 0.65890], [-4.98263, -1.15495, 0.34967], [-5.58637, -1.62959, 2.14625], [-5.61770, -2.78019, 1.24225], [-6.47709, -2.42653, 0.11646], [-6.96126, -1.07546, 0.33078], [-6.40815, -0.58377, 1.57107], [-0.94791, -2.82423, 2.50604], [-1.10621, -1.05213, 2.32702], [-2.52919, -2.04984, 2.73098], [-2.64131, -3.24588, 0.81552], [-3.57062, -2.39885, -1.72957], [-5.13953, -0.16432, -2.25889], [-4.73750, 1.59401, -0.13216], [-2.98947, 0.38971, 1.59037], [-5.15015, -1.62238, 3.14718], [-5.22228, -3.76328, 1.43515], [-6.80545, -3.09008, -0.66077], [-7.70840, -0.58442, -0.26692], [-6.66856, 0.36825, 2.04370]],
  "gap_ev": [6.39, 8.85],
  "e_above_lowest_kcal_mol": 0.0,
  "s_squared": 6.03,
  "spin_multiplicity": 5,
  "homo_ev": [-5.933, -9.025]
}


(6)
{
  "formula": "C16H17Cl2NO2S",
  "method": "wB97M-V/def2-TZVPD",
  "symbols": ["C", "H", "H", "H", "C", "N", "H", "C", "C", "H", "H", "S", "O", "O", "C", "C", "C", "C", "C", "C", "H", "H", "Cl", "H", "H", "H", "H", "C", "C", "C", "C", "C", "C", "H", "Cl", "H", "H", "H", "H"],
  "positions_angstrom": [[0.04128, 2.39603, -2.51986], [-0.74459, 3.00088, -2.96485], [0.98860, 2.64381, -2.99263], [-0.17505, 1.34664, -2.69843], [0.11684, 2.65309, -1.01428], [1.15570, 1.80933, -0.44706], [2.02243, 1.93096, -0.96107], [1.37621, 2.00100, 0.97231], [2.74634, 1.48611, 1.36910], [3.53209, 2.20808, 1.15622], [2.79950, 1.18660, 2.41066], [3.22965, 0.02837, 0.36442], [4.13285, -0.74980, 1.17022], [3.72283, 0.50726, -0.90136], [1.76190, -0.96710, 0.07867], [1.36699, -1.23228, -1.21833], [0.29263, -2.07351, -1.44802], [-0.37012, -2.63834, -0.36520], [0.02212, -2.36290, 0.93846], [1.10183, -1.52413, 1.15720], [1.44513, -1.31874, 2.15869], [-0.50794, -2.80788, 1.76553], [-1.69069, -3.70700, -0.64573], [-0.02817, -2.29941, -2.45279], [1.91413, -0.77796, -2.02826], [0.59384, 1.45111, 1.50997], [1.28705, 3.06382, 1.26599], [-1.21568, 2.33514, -0.37922], [-2.11416, 3.34099, -0.05170], [-3.33911, 3.03090, 0.51394], [-3.68013, 1.71505, 0.77081], [-2.77784, 0.71530, 0.44382], [-1.55740, 1.01170, -0.13485], [-0.86170, 0.22859, -0.38803], [-3.18064, -0.93436, 0.76648], [-4.62883, 1.46527, 1.21861], [-4.03306, 3.81931, 0.76321], [-1.85540, 4.37286, -0.23976], [0.33074, 3.72742, -0.84525]],
  "smiles": "C[C@H](NCCS(=O)(=O)c1ccc(Cl)cc1)c1cccc(Cl)c1",
  "gap_ev": 9.54,
  "e_above_lowest_kcal_mol": 0.0,
  "spin_multiplicity": 1,
  "homo_ev": -9.065
}


(7)
{
  "formula": "C14H19Cl2N3OS",
  "method": "wB97M-V/def2-TZVPD",
  "symbols": ["S", "C", "N", "H", "C", "H", "H", "C", "C", "N", "C", "C", "O", "C", "C", "H", "H", "H", "H", "H", "H", "H", "H", "H", "H", "H", "H", "N", "C", "C", "C", "C", "C", "C", "Cl", "H", "Cl", "H", "H", "H"],
  "positions_angstrom": [[0.71200, -3.90572, 0.38030], [0.10103, -2.55295, -0.32056], [-1.16127, -2.56093, -0.80075], [-1.68024, -3.58715, -0.62452], [-2.14860, -1.81811, -1.49992], [-1.62447, -0.95776, -1.77844], [-2.87040, -2.24688, -1.95528], [-3.12684, -0.98106, -0.43231], [-2.40281, -0.30391, 0.74007], [-1.37220, 0.65350, 0.39317], [-2.15003, 2.06562, -0.13016], [-1.17102, 3.02935, -0.63741], [-0.26919, 3.14633, 0.45754], [0.40587, 2.30600, 1.14562], [-0.60136, 1.10658, 1.40671], [-0.09984, 0.23041, 2.03121], [-1.18840, 1.34771, 2.40345], [0.90433, 2.52999, 2.05391], [1.19691, 1.92237, 0.30617], [-1.60165, 3.87825, -0.77655], [-0.46057, 2.53625, -1.41915], [-2.76517, 1.66904, -0.88520], [-2.80181, 2.40822, 0.64126], [-1.83387, -1.03984, 1.53978], [-3.08821, 0.25454, 1.30462], [-3.67276, -0.26593, -0.82566], [-3.72920, -1.96176, 0.12305], [0.58026, -1.16925, -0.45732], [1.80476, -1.04094, -0.16154], [2.75815, -1.62791, 0.74374], [4.05516, -1.08772, 0.74066], [4.51383, -0.22619, -0.15548], [3.76698, 0.44394, -0.95911], [2.40129, -0.13557, -1.11876], [1.39691, 0.65018, -2.31648], [4.16948, 1.37680, -1.58706], [6.21528, 0.30869, -0.05147], [4.67931, -1.64554, 1.79116], [2.31693, -2.32194, 1.32486], [-0.15858, -0.42669, -0.63417]],
  "gap_ev": 8.54,
  "e_above_lowest_kcal_mol": 231.5,
  "spin_multiplicity": 1,
  "homo_ev": -8.117
}


(8)
{
  "formula": "H2N2O3",
  "method": "wB97M-V/def2-TZVPD",
  "symbols": ["H", "H", "N", "N", "O", "O", "O"],
  "positions_angstrom": [[-0.56973, 1.80282, -0.54174], [-0.90320, -1.07647, 0.95250], [-0.13340, -0.11996, -0.48679], [1.04476, -0.82814, -0.11168], [-0.20073, 1.15621, 0.13673], [-1.20531, -0.85068, 0.00803], [1.96762, -0.08377, 0.04293]],
  "smiles": "O=NN(O)O",
  "gap_ev": 9.83,
  "e_above_lowest_kcal_mol": 18.9,
  "spin_multiplicity": 1,
  "homo_ev": -10.381
}